Entry 1:
Density functional theory data (ωB97M-V/def2-TZVPD) for a 2-piece molecular cluster, C10H16N3S overall at a distorted geometry.

```
30
Properties=species:S:1:pos:R:3:forces:R:3
C 1.87462 -2.58032 -0.47505 0.034 1.308 0.266
C 0.68504 -1.88667 -0.17090 -1.387 -0.450 0.153
C 2.94060 -1.76957 -0.82604 -2.108 0.548 -0.279
C 0.47457 -0.53788 -0.35443 1.486 -0.230 -0.826
C 2.70307 -0.38423 -1.04370 2.492 -1.992 -0.597
C -3.66532 1.09092 1.34701 -2.674 -0.500 0.119
C -4.11517 -1.43303 0.50984 -2.324 -1.635 -0.280
C -0.75398 0.22277 -0.11398 1.903 2.752 -1.404
C -0.68863 1.59443 -0.32262 -1.303 -3.101 0.913
C 3.87688 0.46051 -1.48994 -0.035 -0.174 -2.061
N 1.51783 0.16203 -0.87886 0.669 -0.977 0.085
N -1.77351 -0.53268 0.26462 -0.791 -0.819 -0.235
N 3.42676 1.77299 -1.89333 1.389 2.259 -2.658
S -3.27675 -0.06757 0.25335 2.533 -0.848 0.091
H 2.07482 -3.66325 -0.46140 -0.797 0.598 0.218
H -0.26668 -2.30634 0.10884 0.144 -0.910 0.322
H 3.77391 -2.31611 -1.16739 1.514 0.328 -0.131
H -3.15971 2.00099 1.44809 0.772 1.039 -0.158
H -4.77223 1.09248 1.35659 0.559 0.419 0.576
H -3.94653 -2.50435 0.23897 0.627 1.543 -0.025
H -5.16735 -1.18084 0.60455 -0.089 -0.164 0.235
H -2.05284 -1.78388 2.64313 -0.095 0.533 -0.244
H -1.62314 1.96005 0.02308 -0.290 1.614 -0.343
H 0.08893 2.15532 -0.78458 0.130 0.453 0.157
H 4.56661 0.46217 -0.70003 0.702 0.551 1.641
H 4.55236 0.04371 -2.28980 -1.199 -0.565 0.492
H 3.15961 1.71306 -2.94410 0.453 0.141 2.257
H 4.27713 2.47068 -1.95222 -2.249 -1.766 0.494
H 1.45322 1.07299 -1.29723 -0.186 0.837 0.403
H -2.02337 -1.21134 2.13084 0.121 -0.790 0.820
```
Forces are in eV/Å.

Properties
* orbital gap (alpha / beta): 7.1 / 7.0 eV
* E_tot: -25921.0129 eV
* energy relative to the best compared isomer or geometry (same formula, charge and spin): 142.62 kcal per mole
* net charge: +1

=====

Entry 2:
Density functional theory data (ωB97M-V/def2-TZVPD) for C17H22NO5PtSi2 as an isolated structure.

```
48
Properties=species:S:1:pos:R:3:forces:R:3
Pt -1.02537 0.48253 0.81998 0.304 0.051 0.179
O -7.17600 0.91722 -0.48351 -0.018 -0.008 0.026
C -6.02933 0.85221 -0.19358 0.030 0.085 0.020
C -4.89919 0.27972 -1.10689 -0.004 -0.060 -0.005
O -5.01259 -0.17431 -2.19865 0.025 0.028 0.047
C -3.61319 0.41776 -0.29962 0.285 -0.109 -0.116
C -3.89000 1.03882 1.02990 0.050 0.103 0.163
O -2.97168 1.22493 1.80068 -0.225 -0.031 -0.047
C -5.39395 1.33867 1.15214 0.089 -0.086 -0.046
O -5.94239 1.83031 2.08165 -0.025 -0.002 -0.041
O -2.46061 0.10715 -0.58421 -0.489 0.073 -0.138
C 0.19639 -2.76889 1.39472 -0.030 0.038 0.018
Si 0.72958 -2.03256 -0.24216 -0.036 0.032 0.069
C -0.46502 -2.52624 -1.58655 -0.009 0.018 -0.020
C 2.44642 -2.64468 -0.64420 0.015 -0.013 -0.050
C 0.75402 -0.12719 -0.03118 0.000 -0.086 -0.065
C 1.47918 0.26830 1.20905 0.108 0.020 0.060
C 2.80129 0.24056 1.62231 -0.035 -0.007 -0.033
C 3.08882 0.71227 2.89364 -0.011 0.016 0.028
C 2.07760 1.19719 3.72134 0.018 -0.014 -0.021
C 0.78072 1.20149 3.25660 -0.049 0.009 0.020
N 0.52210 0.74198 2.02962 0.002 -0.023 -0.122
Si 1.19266 1.02338 -1.50020 -0.056 0.044 0.078
C 2.97034 0.75660 -2.00218 0.015 -0.031 -0.040
C 0.05463 0.70219 -2.94227 -0.009 -0.023 -0.002
C 0.99133 2.78714 -0.90476 -0.029 -0.009 0.029
H 0.17139 -3.85893 1.33576 0.029 -0.009 -0.025
H -0.80239 -2.43312 1.68443 0.006 -0.011 0.011
H 0.88564 -2.50226 2.19999 -0.007 0.011 0.011
H -0.64480 -3.60182 -1.52450 0.004 -0.009 0.001
H -0.07153 -2.31932 -2.58199 -0.002 0.009 -0.006
H -1.42905 -2.02391 -1.49797 -0.006 -0.016 -0.009
H 2.43053 -3.73545 -0.70686 -0.013 -0.008 0.015
H 3.17414 -2.37894 0.12431 0.012 0.007 -0.002
H 2.80501 -2.27215 -1.60385 0.020 -0.007 0.010
H 3.57307 -0.13765 0.96793 0.007 -0.001 0.007
H 4.11083 0.70512 3.24913 0.001 -0.001 0.000
H 2.29372 1.56600 4.71266 0.004 0.001 0.002
H -0.05362 1.56175 3.84183 -0.004 0.000 -0.008
H 3.14827 -0.24982 -2.38117 0.023 0.008 0.007
H 3.66704 0.94679 -1.18420 0.010 -0.005 0.005
H 3.22176 1.45341 -2.80546 -0.011 0.018 0.004
H 0.30081 -0.22310 -3.46365 -0.001 -0.011 0.003
H 0.15402 1.51778 -3.66199 0.004 0.005 -0.005
H -0.99338 0.64891 -2.64501 -0.016 0.001 -0.011
H 1.65270 3.00652 -0.06276 -0.009 0.000 0.017
H -0.03406 2.99059 -0.58663 0.006 0.020 0.002
H 1.23413 3.49303 -1.70165 0.026 -0.017 -0.020
```
Forces are in eV/Å.

Properties
* orbital gap: 4.9 eV
* E_tot: -48708.2641 eV
* energy relative to the best compared isomer or geometry (same formula, charge and spin): 0.00 kcal per mole
* net charge: +1

=====

Entry 3:
Density functional theory data (ωB97M-V/def2-TZVPD) for C10H24BaFNO13S2 as an isolated structure at a distorted geometry.

```
52
Properties=species:S:1:pos:R:3:forces:R:3
Ba -20.89930 -7.65686 -1.17414 -2.475 3.617 0.109
N -22.85385 -9.61043 -2.67731 -0.496 1.333 0.463
O -21.68623 -9.97957 -2.53920 2.650 -2.300 1.433
O -23.72613 -9.80008 -1.83825 -0.683 -1.337 0.999
O -23.04492 -8.89118 -3.61430 -1.608 1.572 -3.202
F -23.23072 -6.08411 -1.39627 0.491 -0.732 -0.173
O -22.03419 -7.32760 1.40366 0.921 -0.287 3.083
C -21.49639 -7.42129 2.71082 0.140 -0.218 -4.390
C -21.84724 -6.30240 3.76284 -0.165 3.769 0.626
O -21.63730 -4.91296 3.46449 -0.577 -3.317 0.299
H -20.40983 -7.41708 2.62442 0.674 0.479 0.145
H -21.69467 -8.42507 3.08660 -0.667 -0.119 0.971
H -21.29122 -6.44953 4.68873 0.781 -0.856 0.118
H -22.86777 -6.50586 4.08725 -0.739 0.142 -0.529
O -20.06652 -6.01880 -3.26015 1.536 -0.158 0.632
C -19.74208 -4.71680 -2.82626 -1.045 -1.574 0.485
C -19.14439 -4.58492 -1.34592 -2.733 -1.103 0.367
O -20.01642 -5.05421 -0.35808 0.901 -0.342 -1.044
H -20.69764 -4.19792 -2.90212 -0.373 0.752 0.875
H -19.17246 -4.17619 -3.58215 1.351 0.394 -0.428
H -18.88244 -3.54638 -1.14363 0.354 0.958 -0.218
H -18.24711 -5.18755 -1.20513 1.478 -0.409 -0.796
O -18.78063 -11.07253 2.11746 1.292 1.591 -1.802
S -18.32128 -10.16790 1.05174 -0.826 1.103 0.430
O -19.32013 -9.51882 0.18809 2.376 -2.019 1.611
O -17.46374 -8.91935 1.74947 -0.783 -3.774 0.490
C -17.21561 -7.79182 0.96817 0.991 1.796 -0.591
C -15.83947 -7.17784 1.32524 -0.793 0.944 -0.081
C -16.91833 -11.03476 0.10028 -0.971 0.341 0.597
H -18.01224 -7.08783 1.20871 0.046 0.322 -0.389
H -17.20841 -8.00009 -0.10172 -0.287 -0.129 -0.003
H -14.93814 -7.59586 0.87695 -0.193 -0.662 0.186
H -15.73537 -6.98615 2.39319 0.100 -0.530 0.142
H -15.86102 -6.16273 0.92877 -0.191 0.134 -0.275
H -16.49790 -11.83359 0.71119 -0.336 0.193 0.378
H -16.13055 -10.31744 -0.12983 -0.440 0.111 -0.177
H -17.35098 -11.49201 -0.78957 -0.059 0.365 -0.026
O -18.78606 -8.70341 -2.36133 5.421 -0.655 -2.448
S -17.43910 -8.75685 -3.04784 -2.411 -0.649 1.453
O -16.23039 -9.14933 -2.27601 -1.890 0.794 -1.033
O -17.53646 -9.83739 -4.28590 0.518 1.142 0.798
C -17.38712 -11.20711 -3.95166 -1.284 -1.172 -1.041
C -17.31566 -11.92308 -5.31872 0.828 0.497 0.264
C -17.11709 -7.29980 -4.03939 -0.289 -0.423 0.505
H -18.31949 -11.54564 -3.49978 0.102 0.099 0.606
H -16.51440 -11.41542 -3.33275 -0.061 0.233 0.061
H -17.56774 -12.98352 -5.32318 -0.162 0.069 0.371
H -16.28095 -11.84187 -5.65170 0.023 0.008 -0.403
H -17.95850 -11.38977 -6.01904 -0.025 -0.127 0.043
H -16.92415 -6.53283 -3.28930 -0.156 0.205 -0.143
H -18.02537 -7.06471 -4.59424 -0.343 0.150 0.376
H -16.27058 -7.47941 -4.70215 0.089 -0.218 0.279
```
Forces are in eV/Å.

Properties
* 2S+1: 2
* orbital gap (alpha / beta): 2.3 / 2.3 eV
* E_tot: -63935.5684 eV
* net charge: -3

=====

Entry 4:
Density functional theory data (ωB97M-V/def2-TZVPD) for one molecule with the formula C2H5N5O at a distorted geometry.

```
13
Properties=species:S:1:pos:R:3:forces:R:3
C -0.00865 0.35754 0.76440 -0.696 1.663 3.512
C -0.66550 -0.54289 -0.14554 1.144 -0.061 -3.034
H 2.83455 1.50484 -0.14671 -4.386 -0.965 0.002
H 1.75627 0.48496 -1.06241 -1.358 0.386 1.356
H -2.75193 -0.48782 1.47312 -1.995 -2.291 3.297
H -0.19938 -1.30828 -2.03568 1.594 0.601 2.417
H 1.19758 -1.29396 -0.95643 0.035 -0.481 0.725
N 1.70627 1.10619 -0.23458 12.828 2.246 -8.120
N 1.00586 1.23685 0.72755 -8.150 -3.528 5.791
N -2.25865 0.18207 1.02949 2.331 2.521 -1.312
N -1.99470 -0.60825 -0.12633 4.906 0.631 0.299
N 0.28245 -0.94064 -1.12427 -4.590 -1.260 -3.687
O -0.90417 0.30940 1.83739 -1.664 0.537 -1.246
```
Forces are in eV/Å.

Properties
* orbital gap: 7.9 eV
* E_tot: -11646.2222 eV
* energy relative to the best compared isomer or geometry (same formula, charge and spin): 145.80 kcal per mole